Formula: C3H11N4
Source: OMol25
Level of theory: the ωB97M-V functional and the def2-TZVPD basis

Last column: natural (NBO) charge in e.
Geometry (Å):
N (-1.1115, 2.1156, 0.0826)  -0.84
N (2.9843, -0.5116, 0.2970)  -0.74
H (-0.4076, 0.7044, -1.3748)  0.21
N (-1.5316, -0.1516, 0.2397)  -0.60
H (3.6982, -0.8083, -0.3818)  0.42
H (3.3357, 0.1040, 0.9602)  0.40
N (0.9121, 0.6409, 0.2920)  -0.58
H (-0.7534, 2.9564, -0.4667)  0.42
C (-1.3744, -1.6098, -0.0012)  -0.41
H (1.4731, -0.4908, -1.1878)  0.19
C (-0.7285, 0.8171, -0.2922)  0.35
H (-1.9325, -0.1151, 1.1538)  0.40
H (1.1689, 1.0426, 1.1234)  0.38
H (-2.3664, -1.9757, 0.0770)  0.23
H (-0.7880, -1.7736, -0.8641)  0.20
H (-1.2824, 2.2967, 1.1124)  0.40
C (1.8202, -0.0804, -0.2774)  0.37
H (-0.7565, -2.0577, 0.7821)  0.19

Atoms 1-3, force components in eV/Å:
0.4 1.4 0.2
-0.9 -0.2 -3.1
-1.0 0.0 1.2

## Properties
SMILES string = CN[C@@H](N)/[NH+]=C/N
Energy relative to the best compared isomer or geometry (same formula, charge and spin) = 35.56 kcal/mol
HOMO-LUMO gap = 10.4 eV
Charge = +1
Total energy = -9242.701 eV
HOMO = -13.4 eV